The following is a quantum chemistry calculation of C4H11NO3 in the gas phase, from the Open Molecules 2025 dataset.

XYZ file:
```
19
Properties=species:S:1:pos:R:3:forces:R:3
C 0.909352 0.316000 -0.335274 4.5 0.8 -0.1
C -0.737205 -0.805411 1.134435 2.1 1.2 1.2
C 0.409892 1.662899 -0.827232 0.5 -0.2 -0.2
C -1.946499 -0.218596 0.434000 0.4 0.0 0.0
N 0.659287 0.065370 1.009038 -4.3 -2.1 0.4
O 0.638717 -0.733395 -1.223808 -0.1 -0.1 0.2
O 2.514160 0.479174 -0.260212 -2.2 0.4 -1.0
O -0.518664 -2.142904 0.829988 0.0 -0.2 -0.3
H 0.868931 -0.448863 -2.115884 0.0 0.1 0.0
H 2.913641 -0.387007 -0.102725 -0.5 -0.1 -0.1
H -0.401186 -2.217975 -0.128103 0.1 0.1 0.1
H 1.372358 -0.526964 1.421387 -0.2 0.0 -0.2
H -0.863987 -0.762161 2.218607 -0.2 -0.1 -0.1
H 0.492740 2.395474 -0.031174 -0.1 0.0 0.1
H -0.611215 1.603353 -1.191649 -0.1 0.0 0.1
H 1.058348 1.986020 -1.639967 0.0 0.0 -0.1
H -1.853208 -0.319842 -0.645973 0.0 0.1 -0.1
H -2.070971 0.824855 0.709862 0.0 0.1 -0.1
H -2.834492 -0.770026 0.744684 0.1 0.0 0.1
```
Forces are in eV/Å.

HOMO level, eV: -9.63
SMILES string: C[C@@H](O)NC(C)(O)O
Lowest unoccupied orbital energy, hartree: 0.024
2S+1: 1

Here are the natural (NBO) charges for atoms 1 to 8, given in e: number 1, C, carries 0.68; number 2, C, carries 0.25; number 3, C, carries -0.68; number 4, C, carries -0.66; number 5, N, carries -0.67; number 6, O, carries -0.75; number 7, O, carries -0.80; number 8, O, carries -0.72



The following is a quantum chemistry calculation of 2 unconnected molecules or ions with the total composition C4H11NO3, from the Open Molecules 2025 dataset.

XYZ file:
```
19
Properties=species:S:1:pos:R:3:forces:R:3
C -1.101806 0.013782 0.059797 -2.2 -0.8 -1.1
C -0.301140 1.366213 0.167526 1.8 0.3 0.7
C 0.318572 1.760839 -1.143964 1.0 -0.5 -0.2
O 0.623087 1.219317 1.149521 -0.2 0.5 -1.0
C -0.267989 -1.128601 0.650385 0.7 0.8 2.2
N 0.942897 -1.209176 -0.037549 -0.5 0.3 0.0
O -0.064930 -0.917143 2.011184 0.4 -0.3 -0.1
H -2.108034 -0.047457 0.480681 0.2 0.2 0.5
H -0.895592 -2.040183 0.737433 0.0 0.0 -1.2
H -1.013513 2.153558 0.504895 -0.5 -0.6 0.2
H 0.858995 0.871566 -1.466535 -0.1 0.0 -0.3
H 1.127279 2.493778 -1.039552 -0.6 0.3 0.3
H -0.375534 2.018085 -1.940514 -0.1 0.0 0.1
H 0.444935 -0.053495 2.006889 -0.4 0.0 0.3
H 0.865174 -1.136037 -1.062798 -0.3 -0.3 -0.7
H 1.820018 -1.195299 0.447527 0.1 -0.2 0.4
H -1.287678 -0.176279 -1.029117 0.5 0.4 -0.1
H -0.542407 -1.681825 -2.956202 0.0 0.0 0.2
O -0.281498 -0.995819 -2.328676 0.1 0.0 0.0
```
Forces are in eV/Å.

HOMO level, eV: -8.86
Lowest unoccupied orbital energy, hartree: -0.149
2S+1: 1

Here are the natural (NBO) charges for atoms 1 to 8, given in e: number 1, C, carries -0.41; number 2, C, carries 0.08; number 3, C, carries -0.65; number 4, O, carries -0.49; number 5, C, carries 0.20; number 6, N, carries -0.61; number 7, O, carries -0.68; number 8, H, carries 0.24



The following is a quantum chemistry calculation of 3 unconnected molecules or ions with the total composition C4H11NO4, from the Open Molecules 2025 dataset.

XYZ file:
```
20
Properties=species:S:1:pos:R:3:forces:R:3
O -2.823060 1.231230 -0.019846 1.4 -0.7 1.1
C -1.901411 0.877309 0.718642 -1.1 2.6 -2.1
N -0.609884 1.404287 0.647964 -1.9 -3.3 1.7
C 0.247256 0.812894 1.648463 1.9 -0.8 1.1
C 1.598138 0.133861 1.067620 -0.9 1.3 -0.4
C 1.298552 -1.096554 0.256718 0.9 1.2 -1.8
O 0.848910 -2.052959 0.770891 -1.5 -2.7 1.7
H -2.077346 0.231183 1.580970 0.2 -0.5 -0.2
H -0.418564 2.250158 0.174228 0.2 0.6 -0.5
H -0.274089 -0.023475 2.256333 0.6 1.3 -1.4
H 0.450218 1.574805 2.428737 0.6 -0.4 -0.4
H 2.256250 -0.197907 1.848265 0.0 -0.2 0.8
H 2.214920 0.798738 0.461387 -0.4 0.4 0.0
H 1.509848 -1.215019 -0.839404 0.2 1.0 0.6
H 2.102518 1.204470 -2.354353 -1.1 -0.1 0.8
H 0.617314 1.274762 -2.460348 -2.8 0.5 -2.4
O 1.258313 1.133594 -1.837525 3.9 -0.2 1.5
H -0.115486 -2.963855 -1.525031 -1.0 2.4 -1.2
H -0.283456 -2.451128 -2.937669 0.2 -0.6 -2.4
O -0.430182 -2.146590 -2.078210 0.7 -1.9 3.5
```
Forces are in eV/Å.

HOMO level, eV: -9.38
SMILES string: O=CCCNC=O.O.O
Lowest unoccupied orbital energy, hartree: 0.015
2S+1: 1

Here are the natural (NBO) charges for atoms 1 to 8, given in e: number 1, O, carries -0.60; number 2, C, carries 0.53; number 3, N, carries -0.64; number 4, C, carries -0.21; number 5, C, carries -0.52; number 6, C, carries 0.45; number 7, O, carries -0.55; number 8, H, carries 0.12